Entry 1:
Entry from the Open Molecules 2025 dataset: 9 unconnected molecules or ions with the total composition C53H102F3N14O3S at a distorted geometry (wB97M-V/def2-TZVPD).

```
176
Properties=species:S:1:pos:R:3:lowdin_charge:R:1
C 1.905 0.532 -1.070 -0.5339
F 1.652 1.202 -2.203 0.1147
F 2.276 -0.756 -1.389 0.0763
F 2.941 1.114 -0.369 0.0639
S 0.384 0.585 0.199 0.4724
O 0.567 -0.268 1.385 -0.3223
O 0.314 1.956 0.563 -0.3198
O -0.732 0.088 -0.633 -0.3700
C -0.064 0.693 5.421 -0.0471
C -0.104 1.954 4.511 -0.1348
N 1.247 2.614 4.450 -0.0259
C 1.963 2.917 3.267 -0.0328
C 3.117 3.527 3.628 0.0046
N 3.138 3.548 5.055 -0.0806
C 1.993 3.001 5.573 0.0686
C 4.222 4.117 5.877 0.0425
H -1.062 0.273 5.294 0.0778
H 0.003 1.070 6.442 0.0786
H 0.688 -0.095 5.387 0.0773
H -0.828 2.752 4.675 0.1355
H -0.318 1.525 3.532 0.0856
H 1.489 2.720 2.317 0.0890
H 3.874 4.021 3.036 0.1253
H 1.768 2.813 6.612 0.1748
H 4.222 3.498 6.775 0.1135
H 3.964 5.127 6.194 0.1151
H 5.098 4.260 5.244 0.1113
C -2.635 -6.084 -4.687 -0.0236
C -3.064 -4.573 -4.698 -0.1324
N -2.524 -3.846 -3.544 -0.0645
C -1.334 -3.217 -3.452 -0.0517
C -1.246 -2.724 -2.190 0.0145
N -2.494 -2.912 -1.586 -0.0841
C -3.290 -3.614 -2.443 0.0501
C -2.869 -2.707 -0.255 -0.0127
H -2.779 -6.565 -3.720 0.0826
H -1.638 -6.267 -5.089 0.0821
H -3.288 -6.658 -5.344 0.0985
H -4.126 -4.491 -4.464 0.1231
H -2.740 -4.074 -5.612 0.1267
H -0.628 -3.270 -4.268 0.1393
H -0.476 -2.094 -1.769 0.1122
H -4.315 -3.890 -2.243 0.1820
H -3.780 -2.117 -0.156 0.1150
H -2.066 -2.172 0.251 0.0771
H -2.915 -3.691 0.212 0.1074
C -3.018 1.239 1.756 -0.0451
C -4.575 1.371 1.663 -0.1481
N -5.030 2.405 0.820 -0.0671
C -5.164 3.691 1.222 -0.0096
C -5.667 4.440 0.185 0.0800
N -5.956 3.451 -0.809 -0.0680
C -5.378 2.322 -0.443 -0.0396
C -6.539 3.661 -2.122 0.0319
H -2.511 2.004 2.344 0.0632
H -2.577 1.115 0.767 0.0479
H -2.676 0.316 2.225 0.0707
H -4.956 1.506 2.675 0.1446
H -4.913 0.378 1.365 0.1266
H -5.078 3.996 2.254 0.1556
H -6.002 5.463 0.093 0.1535
H -5.237 1.397 -0.982 0.1681
H -7.560 4.001 -1.954 0.1261
H -6.606 2.715 -2.660 0.0903
H -5.924 4.369 -2.677 0.1130
C -0.184 2.016 -4.726 -0.0278
C -0.796 0.770 -4.017 -0.1603
N -2.171 0.637 -4.432 -0.0489
C -3.232 1.377 -4.150 -0.0266
C -4.440 0.843 -4.684 0.0415
N -4.059 -0.355 -5.233 -0.0907
C -2.708 -0.484 -5.072 0.0355
C -4.990 -1.269 -5.843 0.0263
H 0.766 2.306 -4.277 0.0619
H -0.819 2.902 -4.728 0.0827
H -0.039 1.809 -5.787 0.0968
H -0.763 0.692 -2.931 0.0927
H -0.248 -0.073 -4.439 0.1136
H -3.117 2.221 -3.485 0.1373
H -5.477 1.140 -4.634 0.1414
H -2.073 -1.330 -5.289 0.1404
H -5.398 -0.666 -6.654 0.1289
H -5.806 -1.722 -5.280 0.1183
H -4.424 -2.091 -6.281 0.0998
C -0.928 -2.783 3.170 -0.0529
C -0.718 -4.273 3.541 -0.1391
N -1.868 -5.119 3.121 -0.0330
C -3.232 -4.892 3.459 0.0394
C -3.915 -6.013 2.950 -0.0116
N -3.065 -6.880 2.382 -0.1102
C -1.800 -6.375 2.525 0.0473
C -3.473 -8.059 1.694 0.0246
H -1.311 -2.663 2.157 0.0474
H 0.055 -2.312 3.171 0.0516
H -1.607 -2.295 3.869 0.0786
H -0.416 -4.467 4.571 0.1409
H 0.209 -4.593 3.064 0.1032
H -3.666 -4.146 4.109 0.1372
H -4.964 -6.266 3.008 0.1535
H -0.923 -6.858 2.119 0.1644
H -4.245 -8.546 2.290 0.1287
H -2.647 -8.748 1.518 0.1187
H -3.807 -7.773 0.697 0.1105
C 2.080 -4.854 -3.378 -0.0557
C 3.042 -4.366 -4.487 -0.1112
N 3.864 -3.130 -4.195 -0.0158
C 5.132 -2.975 -3.734 0.0173
C 5.339 -1.621 -3.450 0.0247
N 4.240 -0.909 -3.951 -0.0938
C 3.312 -1.820 -4.357 0.0279
C 4.130 0.548 -3.873 0.0261
H 2.494 -5.019 -2.383 0.0631
H 1.485 -5.747 -3.569 0.0933
H 1.308 -4.103 -3.215 0.0272
H 2.365 -4.185 -5.322 0.1227
H 3.730 -5.145 -4.816 0.1409
H 5.731 -3.837 -3.479 0.1527
H 6.194 -1.131 -3.006 0.1426
H 2.362 -1.555 -4.797 0.1469
H 4.127 0.834 -2.821 0.0867
H 3.253 0.760 -4.485 0.0983
H 4.961 1.027 -4.392 0.1239
C -2.554 5.917 1.910 -0.0724
C -1.230 6.473 1.304 -0.1893
C -0.726 5.513 0.197 -0.1000
N 0.796 5.780 -0.218 -0.1976
C 0.840 7.244 -0.691 0.0300
C 1.299 4.816 -1.361 -0.0629
C 2.788 4.636 -1.077 -0.1339
C 3.066 5.302 0.272 -0.1428
C 1.752 5.511 0.987 -0.0764
H -2.596 4.831 1.996 0.0436
H -3.429 6.234 1.343 0.0706
H -2.778 6.286 2.911 0.0915
H -0.484 6.578 2.092 0.1072
H -1.309 7.411 0.754 0.1107
H -1.339 5.507 -0.705 0.1363
H -0.764 4.540 0.687 0.0960
H 1.757 7.452 -1.242 0.1155
H 0.776 7.976 0.114 0.1137
H -0.006 7.534 -1.315 0.1151
H 1.127 5.178 -2.375 0.1389
H 0.821 3.847 -1.221 0.0973
H 3.426 5.061 -1.852 0.1312
H 3.055 3.585 -0.971 0.0914
H 3.524 6.272 0.075 0.1305
H 3.745 4.772 0.940 0.1045
H 1.615 6.175 1.840 0.1438
H 1.317 4.530 1.176 0.0889
C 2.233 -3.889 0.530 -0.0654
C 2.826 -2.969 1.694 -0.1910
C 3.892 -2.021 1.119 -0.0525
N 4.545 -1.130 2.295 -0.1961
C 5.518 -0.151 1.631 0.0260
C 5.222 -1.994 3.468 -0.0287
C 4.800 -1.384 4.740 -0.1555
C 4.176 -0.041 4.403 -0.1555
C 3.538 -0.256 3.028 -0.1183
H 1.717 -3.240 -0.178 0.0481
H 1.451 -4.553 0.897 0.0594
H 2.959 -4.492 -0.015 0.0733
H 3.108 -3.624 2.519 0.1126
H 1.918 -2.418 1.937 0.0603
H 3.477 -1.201 0.535 0.0883
H 4.698 -2.502 0.563 0.1398
H 4.938 0.517 0.995 0.0817
H 6.227 -0.672 0.987 0.1119
H 6.091 0.418 2.362 0.1155
H 6.294 -1.881 3.308 0.1462
H 4.823 -2.996 3.306 0.1183
H 5.607 -1.299 5.468 0.1456
H 4.042 -1.957 5.275 0.1294
H 5.019 0.650 4.411 0.1157
H 3.488 0.290 5.181 0.1140
H 3.215 0.646 2.509 0.1054
H 2.696 -0.908 3.262 0.1148
```

## Properties
Frontier orbital gap = 9.18 eV
Net charge = +7

=====

Entry 2:
Entry from the Open Molecules 2025 dataset: a molecular structure, C53H113CaN6O15 at a distorted geometry (wB97M-V/def2-TZVPD).

```
188
Properties=species:S:1:pos:R:3:lowdin_charge:R:1
Ca -0.527 -0.684 -0.622 1.4721
C 3.849 2.093 -8.240 -0.0630
C 3.877 1.827 -6.702 -0.2116
C 2.561 1.803 -5.905 -0.1415
N 2.637 1.443 -4.445 -0.1948
C 2.916 -0.114 -4.205 0.0917
C 3.784 2.251 -3.791 -0.1181
C 3.535 2.364 -2.291 -0.1448
C 2.005 2.508 -2.179 -0.1330
C 1.395 1.956 -3.547 -0.0203
H 3.017 2.787 -8.357 0.0699
H 3.708 1.215 -8.870 0.0760
H 4.695 2.674 -8.609 0.0817
H 4.538 2.589 -6.291 0.1046
H 4.299 0.837 -6.529 0.1028
H 1.786 1.144 -6.296 0.1109
H 2.278 2.852 -5.813 0.1288
H 2.799 -0.147 -3.122 0.1061
H 3.835 -0.494 -4.653 0.1051
H 2.098 -0.622 -4.716 0.0860
H 4.728 1.754 -4.014 0.1339
H 3.886 3.265 -4.178 0.1360
H 3.808 1.434 -1.793 0.1018
H 4.024 3.218 -1.822 0.1118
H 1.604 1.989 -1.308 0.0782
H 1.707 3.554 -2.103 0.1038
H 0.630 1.195 -3.392 0.0907
H 0.930 2.830 -4.002 0.1212
C -9.463 -1.559 1.650 -0.0968
C -8.320 -0.611 1.509 -0.2183
C -6.938 -1.237 2.167 -0.0461
N -5.591 -0.464 1.961 -0.2013
C -4.361 -1.369 2.276 0.0472
C -5.623 0.848 2.779 -0.0932
C -5.488 2.029 1.834 -0.1475
C -5.959 1.394 0.575 -0.1869
C -5.388 -0.013 0.488 -0.0654
H -9.894 -1.480 2.648 0.0858
H -9.129 -2.585 1.499 0.0876
H -10.153 -1.085 0.951 0.0907
H -8.570 0.301 2.052 0.1021
H -8.077 -0.310 0.489 0.0930
H -6.643 -2.153 1.655 0.1187
H -7.004 -1.500 3.223 0.1296
H -3.431 -0.835 2.081 0.0870
H -4.362 -2.369 1.843 0.1228
H -4.355 -1.375 3.366 0.0927
H -4.846 0.840 3.543 0.1027
H -6.540 0.887 3.367 0.1282
H -4.402 2.113 1.869 0.0943
H -5.989 2.969 2.064 0.1349
H -5.746 1.943 -0.342 0.1259
H -7.039 1.533 0.634 0.1084
H -4.307 -0.011 0.348 0.1037
H -5.808 -0.595 -0.333 0.1298
C 0.196 0.045 -9.249 -0.0727
C -1.047 -0.180 -8.404 -0.2208
C -1.143 0.616 -7.063 -0.1161
N -2.348 0.267 -6.153 -0.2452
C -3.709 0.516 -6.882 0.0734
C -2.160 -1.172 -5.571 -0.0949
C -3.129 -1.230 -4.444 -0.1663
C -3.016 0.113 -3.791 -0.1123
C -2.290 1.050 -4.858 -0.0670
H 0.139 -0.719 -10.025 0.0922
H 1.024 -0.272 -8.615 0.0670
H 0.256 1.106 -9.491 0.0868
H -1.043 -1.185 -7.982 0.0995
H -1.987 -0.039 -8.939 0.1117
H -1.233 1.686 -7.244 0.1307
H -0.345 0.540 -6.324 0.0942
H -3.723 -0.413 -7.452 0.1008
H -3.685 1.403 -7.514 0.1147
H -4.497 0.395 -6.138 0.1057
H -2.207 -1.953 -6.330 0.1342
H -1.136 -1.255 -5.207 0.1087
H -4.148 -1.500 -4.721 0.1298
H -2.762 -1.957 -3.720 0.1176
H -3.975 0.513 -3.463 0.1238
H -2.336 -0.009 -2.948 0.0772
H -2.686 2.043 -5.073 0.1345
H -1.226 1.130 -4.634 0.0945
C 2.811 -0.330 8.908 -0.0830
C 2.006 0.635 7.960 -0.2140
C 0.811 -0.154 7.329 -0.0809
N 0.163 0.512 6.014 -0.2194
C 1.212 0.287 4.885 0.0175
C -0.181 1.972 6.120 -0.0906
C -1.402 2.153 5.175 -0.1127
C -1.903 0.721 4.763 -0.1298
C -1.151 -0.290 5.688 -0.0285
H 3.208 -1.158 8.320 0.0754
H 2.107 -0.790 9.601 0.0760
H 3.622 0.070 9.516 0.0828
H 2.808 0.988 7.312 0.0969
H 1.599 1.515 8.459 0.1018
H -0.020 -0.196 8.033 0.1250
H 1.133 -1.190 7.225 0.1299
H 2.176 0.784 4.988 0.0965
H 0.670 0.530 3.971 0.0961
H 1.490 -0.766 4.841 0.0942
H 0.749 2.491 5.887 0.1207
H -0.505 2.090 7.154 0.1343
H -1.304 2.719 4.249 0.0891
H -2.144 2.545 5.870 0.1132
H -1.733 0.549 3.700 0.1002
H -2.980 0.587 4.862 0.0959
H -0.844 -1.160 5.107 0.1191
H -1.745 -0.548 6.565 0.1370
C 5.733 -6.341 3.589 -0.0796
C 5.135 -5.683 2.312 -0.2312
C 3.610 -5.618 2.463 -0.0979
N 2.985 -5.329 1.047 -0.1801
C 3.531 -3.931 0.474 0.0715
C 1.418 -5.227 1.092 -0.0711
C 0.869 -5.886 -0.150 -0.1450
C 2.085 -6.322 -0.987 -0.1519
C 3.204 -6.448 -0.010 -0.0988
H 5.717 -5.635 4.419 0.0793
H 6.710 -6.711 3.276 0.0779
H 5.282 -7.290 3.878 0.0786
H 5.416 -6.276 1.441 0.1012
H 5.566 -4.703 2.108 0.1017
H 3.341 -4.908 3.246 0.1350
H 3.106 -6.540 2.752 0.1277
H 3.365 -3.220 1.283 0.0897
H 2.984 -3.698 -0.440 0.0930
H 4.618 -3.945 0.396 0.0880
H 1.139 -4.174 1.059 0.1121
H 0.979 -5.786 1.918 0.1383
H 0.248 -5.261 -0.792 0.1150
H 0.209 -6.680 0.201 0.1206
H 2.118 -5.514 -1.719 0.1054
H 1.898 -7.206 -1.596 0.1298
H 4.191 -6.345 -0.462 0.1284
H 3.125 -7.386 0.540 0.1420
C 5.825 3.954 1.566 -0.0722
C 4.353 3.654 2.013 -0.1774
C 3.307 4.726 1.356 -0.0539
N 1.848 4.559 1.905 -0.2103
C 1.396 3.070 2.047 0.0413
C 1.500 5.257 3.292 -0.0582
C 0.062 5.784 3.158 -0.1607
C 0.110 6.401 1.788 -0.1432
C 0.905 5.349 0.941 -0.0622
H 5.988 3.647 0.532 0.0715
H 6.440 3.233 2.105 0.0776
H 6.111 4.978 1.804 0.0796
H 4.236 3.374 3.059 0.1036
H 3.984 2.780 1.476 0.0773
H 3.124 4.660 0.283 0.1058
H 3.522 5.765 1.606 0.1242
H 2.030 2.655 2.830 0.0851
H 1.404 2.565 1.081 0.0972
H 0.348 3.035 2.347 0.0911
H 1.625 4.546 4.109 0.1152
H 2.215 6.072 3.399 0.1353
H -0.759 5.074 3.252 0.1064
H -0.182 6.501 3.942 0.1308
H -0.866 6.553 1.327 0.1216
H 0.400 7.450 1.737 0.1266
H 0.309 4.566 0.472 0.1199
H 1.508 5.807 0.158 0.1193
O -2.334 2.928 -0.308 0.1645
C -1.646 1.838 -0.278 -0.9743
O -1.852 0.988 0.584 -0.0670
O -0.917 1.527 -1.171 -0.0704
H -2.673 2.735 0.569 0.0917
O 2.745 -0.675 2.266 0.0765
C 2.608 -0.341 0.986 -0.8925
O 3.653 -0.074 0.496 0.0407
O 1.479 -0.238 0.424 -0.1429
H 3.698 -0.626 2.167 0.1034
O -4.738 -2.504 -1.573 0.0887
C -3.471 -2.608 -1.230 -0.8889
O -2.680 -1.645 -1.019 -0.1340
O -3.131 -3.768 -1.258 0.0455
H -4.585 -3.443 -1.702 0.0715
O 0.468 -2.364 3.138 0.0756
C -0.660 -2.550 2.491 -0.9354
O -1.556 -3.194 3.021 0.0037
O -0.778 -2.116 1.346 -0.0927
H 0.888 -1.909 2.404 0.0619
O 0.863 -3.375 -3.558 0.1283
C 0.508 -2.520 -2.600 -0.7891
O -0.075 -1.430 -2.986 -0.1529
O 0.771 -2.587 -1.409 -0.0428
H 0.670 -2.936 -4.390 0.0999
```

## Properties
Frontier orbital gap = 7.16 eV
Energy above the lowest of the compared OMol25 structures with the same formula, charge and spin = 55.18 kcal/mol
Net charge = +3